Record 1
92
Properties=species:S:1:pos:R:3:mulliken_charge:R:1 method="wB97M-V/def2-TZVPD" charge=0 e_tot_ha=-24080.57651 homo_ev=-8.41 max_force_ev_per_a=2.78
O 1.6824 -1.1136 1.8142 -0.25
P 1.7277 -2.6081 1.0899 -0.31
I 2.0184 -2.0508 -1.2594 0.15
Si -0.4359 -3.3089 1.0139 0.33
O -1.4942 -2.0368 1.0122 0.25
Si -3.1092 -2.3749 0.7423 0.52
H 1.1969 -1.1500 2.6529 0.25
H -0.5980 -4.1746 -0.1723 -0.17
H -0.6463 -4.1322 2.2282 -0.16
H -3.6366 -1.4079 -0.2397 -0.13
H -3.2519 -3.7625 0.2540 -0.16
H -3.8270 -2.2188 2.0087 -0.24
C 4.4049 0.0622 1.3093 0.41
Cl 4.7003 -1.6628 1.1605 -0.08
Cl 5.4690 0.8140 2.4996 -0.13
Cl 4.5747 0.8747 -0.2465 -0.14
H 3.3805 0.1990 1.6339 -0.10
C 4.5143 4.2686 1.3277 0.90
Cl 5.0393 4.5112 2.9952 -0.12
Cl 2.8500 4.8081 1.0942 -0.01
Cl 5.5903 5.0967 0.2052 -0.14
H 4.5579 3.2096 1.1099 -0.64
C 0.4094 7.2368 -0.3400 0.03
Cl 0.8975 8.8628 -0.7998 -0.11
Cl -1.3261 7.1383 -0.0648 -0.10
Cl 0.8807 6.0748 -1.5915 0.01
H 0.9185 6.9722 0.5779 0.23
C -0.5441 -2.9701 -4.6338 0.56
Cl 1.1411 -2.4585 -4.7834 -0.15
Cl -0.7256 -4.6579 -5.1023 -0.05
Cl -1.1528 -2.7046 -3.0003 0.02
H -1.1324 -2.3649 -5.3065 -0.40
C -4.2904 5.3103 -2.8561 -0.04
Cl -5.0113 4.9794 -1.2788 -0.13
Cl -4.9629 6.7798 -3.5589 -0.12
Cl -2.5377 5.4207 -2.7261 0.03
H -4.5302 4.4845 -3.5119 0.28
C -1.0909 4.1151 2.5754 -0.30
Cl -0.8353 2.3785 2.4442 0.04
Cl -0.0797 4.7988 3.8515 -0.15
Cl -0.7807 4.9147 1.0401 0.03
H -2.1251 4.2842 2.8320 0.37
C -0.2630 2.7411 6.9694 0.35
Cl -1.9486 2.2284 6.9125 -0.09
Cl 0.2253 3.0873 8.6330 -0.16
Cl 0.7866 1.5386 6.2305 -0.09
H -0.1756 3.6552 6.3989 -0.01
C 2.1330 7.6824 -4.6686 0.58
Cl 1.5313 6.5431 -5.8731 -0.13
Cl 3.8248 8.0808 -4.9661 -0.13
Cl 1.1400 9.1367 -4.6232 -0.12
H 2.0665 7.2080 -3.6996 -0.21
C 3.9648 2.5369 9.2081 0.32
Cl 4.7491 3.9083 9.9919 -0.13
Cl 4.0844 2.6585 7.4551 -0.08
Cl 4.6397 1.0125 9.7815 -0.13
H 2.9156 2.5569 9.4685 0.01
C 0.4325 -8.3458 -7.2996 0.05
Cl 1.5690 -9.3946 -6.4560 -0.12
Cl -0.7444 -7.6623 -6.1770 -0.10
Cl 1.2787 -7.0682 -8.1701 -0.12
H -0.1049 -8.9450 -8.0215 0.30
C -4.0514 -0.5021 -5.8058 -0.08
Cl -5.5077 -1.4321 -5.4825 -0.07
Cl -3.2820 -0.0299 -4.2884 -0.05
Cl -2.9434 -1.4251 -6.8285 -0.15
H -4.3227 0.3963 -6.3428 0.34
C 0.1856 2.4218 -1.8859 0.30
Cl -0.6343 0.9022 -1.5512 0.09
Cl 1.8554 2.2776 -1.3582 0.05
Cl 0.1030 2.8290 -3.6020 -0.13
H -0.2929 3.2171 -1.3279 -0.28
C -5.1147 0.1997 4.1994 -0.02
Cl -4.7262 1.8123 4.8046 -0.12
Cl -5.2042 0.2010 2.4399 -0.11
Cl -3.9441 -0.9797 4.7859 -0.12
H -6.0864 -0.0704 4.5893 0.33
C 3.3384 -5.4578 -0.2833 0.23
Cl 1.6994 -6.0665 -0.0737 -0.09
Cl 4.0515 -5.0720 1.2837 -0.06
Cl 4.3348 -6.6296 -1.1472 -0.12
H 3.2895 -4.5485 -0.8705 0.01
C -6.3464 -4.0354 -2.1448 -0.06
Cl -4.7299 -3.5044 -2.5916 0.00
Cl -6.6114 -3.8329 -0.4101 -0.13
Cl -7.5773 -3.1721 -3.0695 -0.13
H -6.4317 -5.0881 -2.3765 0.31
C 3.7985 -9.1062 1.9867 0.75
Cl 2.1549 -9.7146 2.1858 -0.13
Cl 4.5111 -8.7100 3.5508 -0.13
Cl 4.7963 -10.2756 1.1228 -0.13
H 3.7543 -8.1999 1.3963 -0.39

=====

Record 2
49
Properties=species:S:1:pos:R:3:lowdin_spin:R:1 method="wB97M-V/def2-TZVPD" charge=+2 spin_multiplicity=2 e_tot_ha=-4686.06910 homo_ev="-14.32 / -14.37" s2=1.092 max_force_ev_per_a=2.02
Ru 0.3372 0.1144 0.2690 1.06
C 1.0468 1.0893 3.7568 0.01
C 0.2580 2.1929 3.0862 0.00
S 0.8620 2.5485 1.3799 -0.01
C -0.5529 3.5433 0.7632 0.00
C -1.5360 2.7235 -0.0528 -0.01
S -2.1060 1.2810 0.9161 -0.12
C -2.6640 0.0760 -0.3444 0.00
C -2.8926 -1.2696 0.3229 0.00
S -1.3717 -1.9567 1.0780 0.02
C -1.5313 -1.4319 2.8396 0.00
C -0.1857 -1.5255 3.5346 0.01
S 1.1362 -0.4839 2.8107 0.10
H 0.6249 0.8674 4.7373 0.00
H 2.0873 1.3836 3.8923 0.00
H 0.3782 3.1160 3.6552 0.00
H -0.8007 1.9413 3.0301 0.00
H -0.1156 4.3125 0.1268 0.00
H -1.0221 4.0209 1.6213 0.00
H -1.0398 2.3288 -0.9437 0.00
H -2.4021 3.3250 -0.3359 0.00
H -1.8795 0.0008 -1.1203 0.00
H -3.5985 0.4332 -0.7787 0.00
H -3.1831 -1.9932 -0.4375 0.00
H -3.6665 -1.2220 1.0898 0.00
H -2.2321 -2.1224 3.3145 0.00
H -1.9405 -0.4210 2.8619 0.00
H 0.2106 -2.5413 3.4617 0.00
H -0.2812 -1.2581 4.5873 0.00
Cl 3.0178 -0.4525 0.0238 0.02
C 2.2555 -1.6740 -0.9464 0.00
C 0.9029 -1.4797 -1.2168 -0.08
C 0.2906 -2.4517 -2.0139 -0.01
Cl -1.3248 -2.2248 -2.5394 0.00
C 0.9535 -3.6106 -2.4376 0.00
Cl 0.1280 -4.8321 -3.3048 0.00
C 2.3152 -3.7687 -2.1363 0.01
Cl 3.1477 -5.1445 -2.6886 0.00
C 2.9853 -2.7722 -1.3951 0.00
Cl 4.6440 -2.9329 -1.0327 0.00
C 1.0681 0.8080 -3.9835 0.00
C 0.6023 1.8834 -3.0219 0.00
O 1.0508 1.6647 -1.6770 0.01
H 0.6238 0.9716 -4.9598 0.00
H 0.7659 -0.1769 -3.6340 0.00
H 2.1495 0.8310 -4.0896 0.00
H -0.4886 1.9083 -2.9828 0.00
H 0.9652 2.8616 -3.3572 0.00
H 2.0092 1.5183 -1.7301 0.00

=====

Record 3
51
Properties=species:S:1:pos:R:3:mulliken_charge:R:1 method="wB97M-V/def2-TZVPD" charge=0 e_tot_ha=-3227.51071 e_above_lowest_kcal_mol=5.5 homo_ev=-5.53 max_force_ev_per_a=0.71
Cu 0.0121 -0.5580 0.7051 -0.52
C 1.3538 5.1066 0.9787 -0.85
N 1.2600 3.8532 0.2559 0.23
C 1.5308 3.6758 -1.0712 -0.10
C 1.2426 2.3671 -1.3482 -0.89
N 0.7983 1.7444 -0.2234 -0.08
C 0.8202 2.6537 0.7302 0.06
P 0.2921 2.4459 2.4567 -0.25
C 1.1851 0.8930 2.8467 0.31
N 1.5956 -0.0192 1.9724 -0.24
C 2.3227 -0.9339 2.6819 -0.61
C 2.3822 -0.5520 3.9926 -0.31
N 1.6588 0.6120 4.0872 0.35
C 1.4744 1.3885 5.2990 -0.93
C -1.4177 1.9164 2.1120 0.19
N -2.1383 2.6375 1.2836 -0.62
C -3.3898 2.0878 1.3209 -0.67
C -3.4215 1.0484 2.2010 -0.23
N -2.1563 0.9520 2.7248 0.50
C -1.6736 -0.0471 3.6488 -0.81
H 1.6567 5.8807 0.2783 0.31
H 2.0920 5.0415 1.7770 0.30
H 0.3870 5.3728 1.4028 0.34
H 1.8832 4.4817 -1.6912 0.39
H 1.3095 1.8530 -2.2917 0.45
H 2.7534 -1.8005 2.2127 0.24
H 2.8548 -0.9966 4.8511 0.48
H 2.3787 1.3296 5.9006 0.40
H 0.6343 1.0096 5.8841 0.29
H 1.2852 2.4265 5.0378 0.34
H -4.1869 2.4515 0.6959 0.41
H -4.1939 0.3475 2.4652 0.41
H -2.5225 -0.5959 4.0502 0.32
H -1.1553 0.4287 4.4808 0.17
H -1.0008 -0.7417 3.1360 0.27
C -2.4580 -2.3669 0.9117 -1.08
C -1.7523 -1.1871 0.2334 1.26
O -2.3615 -0.6611 -0.6918 -0.66
H -3.4410 -2.5377 0.4640 0.39
H -2.5604 -2.1974 1.9878 0.14
H -1.8337 -3.2580 0.7979 0.25
N 3.9059 -4.1712 -2.0502 -0.39
C 4.2858 -4.4850 -0.7924 0.52
N 5.4922 -5.0944 -0.6456 -0.43
N 3.5816 -4.2382 0.2795 -0.68
C 2.4603 -3.5539 0.0821 0.63
N 1.4834 -2.9574 -0.0908 -0.53
H 4.5731 -4.1622 -2.7997 0.22
H 3.0651 -3.6257 -2.1649 0.21
H 5.8570 -5.6309 -1.4130 0.24
H 5.6671 -5.4602 0.2754 0.26

=====

Record 4
44
Properties=species:S:1:pos:R:3:mulliken_charge:R:1 method="wB97M-V/def2-TZVPD" charge=0 smiles="FC(F)Oc1ccc(NC(=S)NC2CCCCCCC2)cc1" e_tot_ha=-1405.08724 homo_ev=-7.73 max_force_ev_per_a=17.32
F -1.3933 0.6033 5.8788 -0.24
C -0.4661 1.4272 5.6406 0.35
F 0.3786 1.3881 6.7538 -0.25
O 0.2344 0.9312 4.5036 -0.45
C -0.4309 1.1487 3.1462 0.42
C -1.5312 1.4584 2.7942 -0.18
C -1.8460 1.7042 1.4207 -0.78
C -1.0791 1.3192 0.5188 -0.15
C 0.2879 1.0665 0.8019 -0.29
C 0.6885 1.0438 2.1681 -0.70
H 1.9016 0.6568 2.4157 0.21
H 1.0785 0.9645 0.0021 0.48
N -1.6497 1.6670 -0.8171 -0.14
C -0.8927 1.0726 -1.9172 0.48
N -0.1708 0.0478 -1.9305 -0.04
H 0.1422 -0.3032 -1.1413 0.16
C 0.3960 -0.3829 -3.1391 -1.20
C -0.3817 -1.6776 -3.5338 -0.77
C -0.2749 -3.0838 -2.4584 -1.07
H -1.1187 -3.4728 -2.6101 0.73
C 0.6922 -4.1062 -3.1127 -0.70
H 0.9613 -4.0919 -4.2538 0.32
H 0.5274 -5.0636 -2.6920 0.48
C 2.3657 -3.7985 -2.6133 -0.58
H 2.0611 -3.6788 -1.4792 0.27
C 3.1151 -3.0285 -3.3729 -1.29
C 2.4593 -1.5645 -4.0220 -0.99
H 3.4596 -1.2767 -4.3355 0.33
H 1.9201 -1.8192 -4.8446 0.61
C 1.9653 -0.7588 -2.8520 -1.42
H 2.4837 0.0076 -2.7275 1.09
H 1.9330 -1.4118 -1.9288 0.30
H 3.4198 -3.6457 -4.2887 0.31
H 3.9561 -2.7819 -2.9674 0.61
H 2.6171 -4.7931 -2.4946 0.54
H 0.0887 -2.8308 -1.4572 0.27
H -1.5884 -1.5003 -3.3717 0.30
H -0.0276 -1.8742 -4.5317 0.56
H 0.4050 0.1545 -3.9264 1.02
S -1.3992 1.6799 -3.4327 -0.44
H -2.1945 2.3686 -0.8636 0.17
H -2.6950 1.8058 1.2148 0.85
H -2.2570 1.4721 3.5516 0.56
H -0.9294 2.4765 5.2490 0.28